Formula: C12H11Cl3NiO2
Source: OMol25
Level of theory: ωB97M-V with the def2-TZVPD basis set

As for the LUMO energy (spin up / spin down): 4.821 / 4.820 eV. As for the charge: -2. Its maximum force is 0.0579 hartree/bohr. As for the gap between HOMO and LUMO (spin up / spin down): 0.16667 / 0.16556 hartree. As for the energy relative to the best compared isomer or geometry (same formula, charge and spin): 0.485 eV. The spin multiplicity is 3. The electronic energy is -95327.1002 eV.

Geometry (Å):
C -2.32 -1.50 -0.30
C -1.68 -1.65 -1.58
C -1.52 -0.39 -2.18
H -1.42 -2.61 -2.03
C -1.98 0.58 -1.27
C -2.48 -0.05 -0.10
H -2.96 0.41 0.75
H -2.62 -2.27 0.39
H -1.21 -0.19 -3.20
H -1.98 1.67 -1.43
Ni -0.41 -0.96 0.63
Cl 0.12 -3.02 0.93
C 2.35 -0.41 0.09
C 2.07 0.85 -0.55
C 1.65 0.57 -1.89
H 2.23 1.83 -0.13
C 1.71 -0.84 -2.08
C 2.18 -1.44 -0.88
H 2.42 -2.48 -0.72
H 2.75 -0.54 1.10
H 1.39 1.32 -2.63
H 1.53 -1.35 -3.02
Cl 0.60 3.65 2.53
C -0.15 2.24 3.22
Cl -1.90 2.28 3.23
C 0.38 0.96 2.47
O 1.13 0.20 3.12
O -0.03 0.93 1.24
H 0.15 2.20 4.28

Mulliken population analysis, charges in e, atoms 1 to 4:
1. C -1.20
2. C -0.20
3. C -0.37
4. H 0.38